No. 1
{
  "formula": "C6H18O2",
  "method": "ωB97M-V with the def2-TZVPD basis set",
  "symbols": ["C", "C", "C", "C", "C", "C", "H", "H", "H", "H", "H", "H", "H", "H", "H", "H", "H", "H", "H", "H", "H", "H", "O", "H", "H", "O"],
  "coordinates": [[1.289731, 1.236355, -1.088984], [0.633689, 1.995004, 0.121655], [0.122904, 1.225781, 1.353068], [-0.337127, -0.236399, 1.001933], [-0.525630, -1.076589, 2.270375], [-1.661138, -0.064403, 0.240793], [0.709631, 1.335564, -2.068731], [2.344314, 1.692928, -1.226511], [1.535654, 0.209662, -0.911238], [-0.155489, 2.584030, -0.263140], [1.445819, 2.711813, 0.463329], [-0.685807, 1.877911, 1.737453], [0.762750, 1.064385, 2.164718], [0.405942, -0.685008, 0.339874], [-0.266955, -0.373328, 3.069988], [0.020302, -2.000597, 2.281134], [-1.510788, -1.611584, 2.491680], [-1.754638, 0.572483, -0.622619], [-1.877681, -1.026246, -0.190639], [-2.391012, 0.259672, 0.970477], [0.994175, -2.468767, -2.437676], [1.258821, -2.026917, -0.995922], [1.582370, -2.605161, -1.685285], [-0.391091, -1.279126, -1.807447], [-0.460299, -0.329290, -2.810471], [-1.088437, -0.982162, -2.397803]],
  "forces_ev_per_a": [[1.2, 1.7, -0.6], [2.5, 0.0, 0.3], [-1.1, -0.9, -1.4], [-1.5, 1.8, -0.5], [-1.2, -0.4, 0.4], [0.1, -1.1, 0.3], [0.8, -0.1, 1.4], [-1.8, -0.6, -0.3], [-0.2, -0.7, 0.1], [-0.8, 0.7, -0.4], [-1.2, -0.6, -0.2], [0.0, -0.8, 0.1], [1.8, 0.5, 1.0], [0.1, 0.0, 0.2], [-0.1, -0.9, 0.5], [1.4, 0.0, 0.1], [0.5, 1.7, -0.6], [0.7, 0.7, -0.1], [-0.9, -0.5, 0.2], [-0.4, -0.2, 0.1], [0.1, -0.2, 0.0], [0.0, 0.1, 0.3], [0.1, -0.1, -0.3], [-0.6, -0.8, 0.9], [-1.5, -0.3, -0.3], [2.1, 1.1, -1.1]],
  "homo_ev": -10.546,
  "gap_ev": 11.15,
  "smiles": "CCCC(C)C.O.O",
  "lumo_energy_ha": 0.02213,
  "total_charge": 0
}

No. 2
{
  "formula": "C6H19BCl8FNO4SSi2",
  "method": "ωB97M-V with the def2-TZVPD basis set",
  "symbols": ["C", "N", "C", "B", "O", "Si", "O", "Si", "S", "O", "O", "F", "H", "H", "H", "H", "H", "H", "H", "H", "H", "H", "H", "C", "Cl", "Cl", "H", "H", "C", "Cl", "Cl", "H", "H", "C", "Cl", "Cl", "H", "H", "C", "Cl", "Cl", "H", "H"],
  "coordinates": [[-4.393139, 1.201114, -1.405761], [-3.620549, 0.034231, -1.858248], [-3.240273, 0.111147, -3.264735], [-2.556728, -0.386376, -0.981623], [-2.886997, -0.959785, 0.211096], [-0.569832, 0.005378, -1.353243], [0.047379, 0.640201, 0.086315], [1.278176, 1.622850, 0.457871], [1.414955, 3.382122, -0.940477], [1.537912, 4.537569, -0.105372], [2.320182, 3.145698, -2.012255], [-0.022723, 3.515237, -1.609671], [-5.348851, 0.899575, -0.969151], [-3.864240, 1.801396, -0.655985], [-4.598078, 1.860458, -2.251427], [-4.131793, 0.068345, -3.896786], [-2.617549, -0.747200, -3.532247], [-2.694232, 1.029507, -3.527633], [-2.164473, -1.386548, 0.695481], [-0.306457, 1.009478, -2.410807], [0.207362, -1.195727, -1.719687], [2.601093, 0.999910, 0.396538], [1.032605, 2.259960, 1.753238], [3.512524, -2.853533, -1.016860], [1.892646, -3.401226, -0.572745], [3.638269, -1.084625, -1.026917], [4.215171, -3.227742, -0.281231], [3.739987, -3.227072, -2.007734], [4.718071, -6.476925, 1.066771], [3.753816, -5.220704, 1.847688], [5.766775, -5.825155, -0.203100], [5.345853, -6.944104, 1.815539], [4.041092, -7.188846, 0.610572], [-1.146209, -0.775163, 3.010317], [-0.762540, -2.416700, 2.434032], [-0.741595, -0.555192, 4.712029], [-0.571907, -0.075248, 2.421025], [-2.211163, -0.617926, 2.881824], [-0.554914, 5.301499, 2.491065], [0.072959, 6.638775, 3.458665], [-0.744726, 3.817161, 3.447095], [-1.532577, 5.581527, 2.118213], [0.144718, 5.102660, 1.688321]],
  "forces_ev_per_a": [[-0.4, -0.2, 0.2], [0.8, 0.5, 0.0], [-0.1, 0.1, -0.2], [0.1, -0.2, -0.1], [-0.1, -0.1, 0.3], [-0.3, -0.4, -0.3], [0.2, 0.1, -0.2], [-0.2, -0.2, 0.4], [0.1, -0.1, 0.3], [0.0, 0.2, 0.0], [0.1, 0.0, -0.2], [-0.1, -0.1, 0.1], [0.0, 0.0, 0.0], [0.0, -0.1, -0.1], [0.0, -0.1, 0.0], [0.0, 0.0, 0.0], [0.0, 0.1, 0.0], [0.0, 0.0, 0.1], [-0.1, 0.2, -0.2], [-0.1, 0.0, 0.1], [0.1, 0.0, 0.1], [0.0, 0.1, -0.2], [0.0, 0.1, 0.0], [0.0, 0.0, 0.1], [0.0, 0.0, 0.0], [0.0, -0.1, -0.1], [0.0, 0.0, 0.0], [0.0, 0.1, 0.0], [0.0, 0.0, 0.0], [0.0, 0.0, 0.1], [0.0, 0.0, 0.0], [0.0, 0.0, 0.0], [0.0, 0.0, 0.0], [-0.1, -0.1, 0.1], [0.0, 0.1, -0.1], [0.0, 0.0, 0.0], [0.0, 0.0, -0.1], [0.0, 0.0, 0.0], [0.0, 0.0, 0.0], [0.0, 0.0, 0.0], [0.0, 0.0, 0.0], [0.0, 0.0, 0.0], [0.0, 0.0, 0.0]],
  "homo_ev": -8.856,
  "gap_ev": 9.01,
  "smiles": "CN(C)B(O)[SiH2]O[SiH2]S(=O)(=O)F.ClCCl.ClCCl.ClCCl.ClCCl",
  "lumo_energy_ha": 0.00564,
  "total_charge": 0
}

No. 3
{
  "formula": "C6H19Br2CuN5O3",
  "method": "ωB97M-V with the def2-TZVPD basis set",
  "symbols": ["Cu", "Br", "Br", "C", "O", "N", "N", "H", "H", "H", "H", "C", "O", "N", "N", "H", "H", "H", "H", "C", "C", "C", "O", "C", "N", "H", "H", "H", "H", "H", "H", "H", "H", "H", "H", "H"],
  "coordinates": [[1.692554, -0.239281, -0.148859], [2.915773, -3.716293, -1.948863], [4.480833, 0.279129, 2.749740], [-1.185251, 2.179920, 3.758901], [-0.486186, 2.166754, 2.714490], [-0.748998, 1.650924, 4.894067], [-2.390435, 2.712523, 3.886197], [-1.461117, 1.590652, 5.607757], [0.165502, 1.230364, 4.810868], [-2.732763, 2.687077, 4.836066], [-2.815191, 3.312835, 3.193876], [4.704592, 1.975433, -3.356518], [3.698984, 1.846466, -2.596327], [5.881487, 2.128031, -2.866894], [4.832437, 1.491203, -4.588833], [6.713811, 2.157978, -3.438245], [6.009385, 2.298267, -1.879590], [4.025811, 1.052997, -5.010046], [5.562781, 1.978724, -5.087852], [-3.735402, -0.820366, -1.721682], [-2.536214, -0.704724, -0.806906], [-2.426974, -1.866391, 0.309579], [-1.109317, -1.970826, 0.853448], [-0.981638, -3.075842, 1.731752], [-1.416519, -0.820124, -1.664790], [-3.607712, -1.705066, -2.345464], [-3.949275, 0.039056, -2.357105], [-4.675217, -1.077268, -1.232970], [-2.488187, 0.336250, -0.487266], [-2.744912, -2.800210, -0.154093], [-3.230466, -1.712221, 1.029800], [-1.577192, -3.161896, 2.640613], [-0.004869, -3.486036, 1.988201], [-1.283874, -4.007473, 1.253397], [-1.581660, -0.225376, -2.464247], [-1.514581, -1.725191, -2.102203]],
  "forces_ev_per_a": [[0.0, -0.1, 0.2], [-0.1, 0.3, 0.2], [-0.4, -0.2, -0.5], [2.8, 0.0, -3.6], [-1.5, 0.2, 1.5], [0.3, -0.4, 0.8], [-2.2, 0.8, 0.3], [1.2, -0.7, 0.5], [-0.3, -0.3, 0.8], [-0.6, 0.6, -0.6], [0.3, -0.3, 0.2], [-4.2, -3.4, 3.0], [1.1, 0.9, -2.0], [4.7, 2.3, 2.8], [-1.0, 0.1, -2.5], [-0.2, -0.2, 0.3], [-0.2, 0.2, -0.2], [0.3, 0.6, -0.4], [-0.5, -0.7, -0.9], [-1.7, -1.3, 0.5], [-0.3, -0.3, 0.8], [-0.5, 1.4, -1.1], [-0.4, 0.0, 0.6], [-0.5, -2.3, -0.3], [2.2, -0.4, -1.1], [0.2, 0.0, -0.4], [0.4, 0.1, 0.1], [-0.2, 0.4, 0.5], [-0.2, -0.2, 1.2], [0.4, -0.3, -0.5], [0.3, 0.4, 0.7], [-0.2, 1.3, 0.2], [0.8, 1.6, -0.1], [-0.7, -0.1, -0.9], [0.3, 0.6, -0.1], [0.6, -0.6, 0.0]],
  "homo_ev": [-8.302, -6.658],
  "spin_multiplicity": 2,
  "gap_ev": [6.65, 2.74],
  "lumo_energy_ha": [-0.06088, -0.14384],
  "total_charge": 0
}

No. 4
{
  "formula": "C6H19N2O2",
  "method": "ωB97M-V with the def2-TZVPD basis set",
  "symbols": ["C", "C", "C", "C", "C", "C", "N", "N", "H", "H", "H", "H", "H", "H", "H", "H", "H", "H", "H", "H", "H", "H", "H", "H", "H", "O", "H", "H", "O"],
  "coordinates": [[-1.221383, 1.897417, -1.761842], [-1.204512, 0.583034, -1.018463], [-0.589183, 0.772866, 0.433760], [-0.346972, -0.508331, 1.259055], [-1.205076, -1.481763, 1.336728], [1.393654, 0.626837, 2.633332], [0.825969, -0.629459, 2.103437], [-0.178492, -0.228783, -1.808897], [-1.459398, 2.821581, -1.089410], [-0.184746, 2.294557, -2.209850], [-1.886203, 1.808210, -2.616451], [-2.128385, 0.044528, -0.952634], [0.188952, 1.447836, 0.305064], [-1.542253, 1.275562, 0.925839], [-1.172852, -2.344992, 2.045660], [-2.083391, -1.537803, 0.867610], [1.201519, 0.516659, 3.719746], [0.895560, 1.653907, 2.427258], [2.359188, 0.997979, 2.201596], [0.654325, -1.377132, 2.659950], [-0.502384, -0.576699, -2.643939], [0.072589, -1.125530, -1.177276], [0.798963, 0.201515, -2.057773], [0.073154, -3.275280, -0.123366], [-0.936883, -3.219663, -1.198046], [-0.042813, -2.993246, -1.016257], [2.296116, 0.716721, -0.475686], [3.405502, 0.666226, -1.357885], [2.519436, 0.973247, -1.411259]],
  "forces_ev_per_a": [[1.0, 3.2, 0.1], [3.6, 0.8, 0.7], [-4.7, -1.2, 0.0], [2.3, 1.3, 0.9], [0.6, -2.3, 2.1], [-0.9, 1.6, 0.6], [-0.6, 4.6, -4.9], [3.1, -1.6, 3.7], [-0.3, -1.9, -1.2], [-1.9, -1.5, 1.1], [-0.2, 0.5, 0.0], [-0.4, -0.3, -0.4], [1.6, 1.2, 0.4], [2.4, -0.5, -0.5], [0.7, 0.9, -0.4], [-3.3, 0.3, -2.3], [1.5, 0.6, -0.4], [-0.6, -2.1, 0.0], [0.0, -1.5, 1.1], [0.1, -2.1, 2.7], [-1.3, -1.1, -2.5], [-0.7, 1.4, -1.7], [-1.9, -0.1, 1.0], [0.4, -0.3, 1.1], [-1.3, -0.4, -0.4], [1.0, 0.7, -0.8], [-0.3, 0.6, -1.0], [1.8, -0.3, -0.9], [-1.6, -0.4, 2.0]],
  "homo_ev": -11.819,
  "gap_ev": 9.05,
  "lumo_energy_ha": -0.10192,
  "total_charge": 1
}

No. 5
{
  "formula": "C6H19N3P3",
  "method": "ωB97M-V with the def2-TZVPD basis set",
  "symbols": ["C", "C", "C", "C", "C", "C", "N", "N", "N", "P", "P", "P", "H", "H", "H", "H", "H", "H", "H", "H", "H", "H", "H", "H", "H", "H", "H", "H", "H", "H", "H"],
  "coordinates": [[1.525465, -0.373259, 3.146341], [-1.232373, 0.480409, 2.887699], [2.173956, 1.019045, -1.489380], [0.006532, 3.107435, -0.683070], [0.443251, -2.208643, -1.977374], [-2.487039, -1.367915, -2.107389], [1.127488, 1.006870, 0.913424], [-0.596406, 0.433316, -1.205778], [-1.263216, -1.753553, 0.338956], [0.301000, 0.184687, 1.958725], [0.596221, 1.380738, -0.577807], [-0.934786, -1.206440, -1.141809], [2.537742, -0.467318, 2.764643], [1.463036, 0.310738, 3.883771], [1.173550, -1.277211, 3.516115], [-1.247460, 0.893693, 3.934316], [-2.082610, 1.100391, 2.353571], [-1.603397, -0.547493, 2.897600], [2.879999, 1.686002, -1.117510], [2.652588, 0.047594, -1.372486], [1.994210, 1.209368, -2.575755], [0.102587, 3.566588, -1.694288], [-1.004391, 3.045084, -0.257803], [0.532013, 3.766792, 0.037406], [0.780111, -3.100535, -1.292172], [1.212503, -1.614532, -2.335614], [-0.178070, -2.524992, -2.826124], [-3.252024, -1.059373, -1.417579], [-2.584361, -2.403492, -2.286078], [-2.456741, -0.831696, -2.959136], [-0.579376, -2.502298, 0.684587]],
  "forces_ev_per_a": [[-0.1, -1.4, -2.9], [-2.4, 1.2, -0.8], [-1.8, 0.4, -1.4], [0.8, 0.1, 0.7], [-3.0, -1.8, 2.0], [1.6, -1.1, 3.5], [-1.6, -0.6, 1.9], [0.9, 0.0, 1.2], [2.3, -0.5, 2.7], [0.8, 0.6, -0.3], [-1.0, -2.3, -3.8], [1.5, 2.3, -1.0], [-0.2, 0.1, -0.3], [0.0, 2.4, 2.7], [-0.4, -1.9, 1.0], [1.0, -0.4, -1.0], [2.0, -1.3, 0.5], [-0.3, 0.0, 0.2], [1.4, 1.5, 0.4], [-0.8, -0.3, 0.3], [0.3, -0.1, 0.8], [-0.4, -0.6, 0.7], [0.0, 0.1, -0.7], [0.2, -0.5, -0.4], [-0.6, 1.7, -1.6], [1.5, 1.1, -0.4], [0.7, -0.7, -0.1], [-0.4, 0.3, 0.1], [-0.4, -1.3, -0.4], [0.0, 1.9, -2.9], [-1.4, 1.2, -0.8]],
  "homo_ev": [-12.245, -12.345],
  "gap_ev": [6.64, 6.82],
  "lumo_energy_ha": [-0.20591, -0.20298],
  "total_charge": 1
}

No. 6
{
  "formula": "C6H19NO3",
  "method": "ωB97M-V with the def2-TZVPD basis set",
  "symbols": ["C", "C", "C", "C", "C", "C", "N", "H", "H", "H", "H", "H", "H", "H", "H", "H", "H", "H", "H", "H", "H", "H", "O", "H", "H", "O", "H", "H", "O"],
  "coordinates": [[-0.447531, 2.166177, -1.171869], [-1.156120, 1.219669, -0.227832], [-1.838361, 0.000718, -0.927790], [-0.984113, -1.241838, -1.093420], [-0.412197, -1.841471, -0.053582], [0.193063, -3.229180, -0.171001], [-2.190918, 1.942627, 0.525014], [-1.099108, 2.643683, -1.904618], [-0.106633, 3.023836, -0.591574], [0.420798, 1.728881, -1.655707], [-0.453440, 0.749201, 0.465111], [-2.160730, 0.245699, -1.951713], [-2.676661, -0.325297, -0.306104], [-0.949264, -1.661681, -2.093737], [-0.419897, -1.428471, 0.937608], [1.295582, -3.166523, -0.158676], [-0.196059, -3.721471, 0.727178], [-0.094987, -3.625550, -1.144747], [-2.636082, 2.682518, -0.000967], [-2.811180, 1.352267, 1.046359], [0.702998, 2.091911, 2.117845], [-0.790052, 2.233457, 2.342450], [-0.021435, 1.810398, 2.701289], [3.793256, 1.012428, 0.015126], [2.354413, 0.806447, 0.070858], [3.151827, 0.336048, -0.271144], [2.811469, -2.162799, 1.568650], [3.369021, -1.364098, 0.402983], [3.352344, -2.277584, 0.804008]],
  "forces_ev_per_a": [[0.1, 0.6, 0.5], [-1.4, -1.1, -0.5], [0.8, -0.2, -0.7], [-0.1, 0.6, 0.9], [0.3, -1.0, -1.3], [0.4, 1.5, 0.2], [1.2, 0.8, 0.2], [-0.4, -0.5, -0.3], [0.4, -0.1, 0.2], [0.0, -0.1, -0.1], [0.1, 0.5, 0.1], [-0.4, 0.3, 0.5], [-0.2, 0.3, -0.3], [0.1, -0.3, 0.1], [-0.1, 0.4, 0.3], [-0.4, -0.2, 0.3], [0.3, -0.8, -0.5], [-0.2, -0.5, 0.3], [-0.2, -0.3, 0.1], [-0.3, 0.0, -0.2], [0.1, -0.1, 0.0], [-0.8, 0.4, -0.6], [0.8, -0.3, 0.6], [0.5, -0.1, -0.1], [-0.3, -0.3, -0.1], [-0.2, 0.4, 0.2], [-0.6, 0.2, 0.9], [0.0, -0.6, 0.3], [0.6, 0.5, -1.1]],
  "homo_ev": [0.451, -6.091],
  "spin_multiplicity": 2,
  "gap_ev": [2.94, 9.39],
  "lumo_energy_ha": [0.12447, 0.12111],
  "total_charge": -1
}